(1)
ORCA calculation (wB97M-V/def2-TZVPD) on C31H20F5N2O3PRuS2 as an isolated structure at a distorted geometry.

## Properties
2S+1   2
E_HOMO (spin up / spin down)   -10.844 / -11.204 eV
Orbital gap (spin up / spin down)   6.9 / 7.2 eV
Total charge   +1
Energy above the lowest of the compared OMol25 structures with the same formula, charge and spin   92.3 kJ/mol
Expectation value of S²   0.76
F_max   0.020 Eh/bohr

```
65
Properties=species:S:1:pos:R:3:forces:R:3
Ru -0.0862 -0.1819 -0.4000 -0.424 -0.835 0.471
F 1.0693 4.6204 4.4488 0.010 0.036 0.042
C 0.9678 3.9960 3.2869 -0.008 0.027 0.070
C 0.5412 2.6834 3.2378 -0.011 0.018 0.060
F 0.2253 2.0258 4.3518 -0.005 -0.012 -0.006
C 0.4519 2.0628 2.0120 -0.164 -0.362 0.194
F 0.0280 0.7717 2.0061 0.014 -0.305 -0.042
C 0.7538 2.6660 0.8182 0.124 0.241 -0.465
S 0.5787 1.8786 -0.7574 0.078 0.568 0.194
C 1.1780 3.9869 0.8988 0.060 0.173 -0.106
F 1.4833 4.6486 -0.2145 -0.007 -0.018 0.012
C 1.2872 4.6496 2.1082 0.017 0.039 -0.073
F 1.6927 5.9103 2.1465 0.012 0.025 -0.008
O -0.6951 -2.8381 -3.2702 0.050 0.047 -0.093
S -1.0453 -1.9230 -2.2479 0.218 -0.075 0.131
O -0.7039 -2.2825 -0.8418 0.069 -0.264 -0.080
O -0.4626 -0.5308 -2.3676 0.086 0.083 -0.461
C -2.7683 -1.6423 -2.2556 -0.291 0.011 0.023
C -3.5380 -2.0409 -3.3325 0.003 -0.018 0.068
C -4.9003 -1.7653 -3.3160 -0.010 -0.022 -0.033
C -5.4657 -1.0975 -2.2421 -0.007 0.030 0.021
C -4.6799 -0.6897 -1.1695 -0.051 0.002 -0.066
C -3.3202 -0.9650 -1.1662 -0.080 0.064 -0.070
P -2.2887 -0.4453 0.2257 0.278 0.490 0.090
C -3.0012 1.0933 0.8272 -0.093 0.046 0.087
C -2.8282 2.2413 0.0496 -0.058 0.026 0.035
C -3.3922 3.4396 0.4502 -0.012 -0.016 0.048
C -4.1243 3.5014 1.6316 0.009 0.042 -0.024
C -4.2947 2.3665 2.4085 0.027 -0.050 0.019
C -3.7358 1.1581 2.0099 -0.035 0.052 -0.025
C -2.4920 -1.7062 1.5007 -0.064 -0.097 -0.012
C -1.9508 -1.5453 2.7794 -0.080 -0.051 -0.036
C -2.1301 -2.5314 3.7366 0.007 0.005 -0.039
C -2.8398 -3.6847 3.4256 0.009 -0.006 0.063
C -3.3730 -3.8515 2.1584 0.002 0.005 -0.061
C -3.2007 -2.8668 1.1961 0.057 -0.045 0.032
H -3.0742 -2.5621 -4.1591 -0.006 0.004 0.008
H -5.5191 -2.0737 -4.1477 0.008 0.001 0.003
H -6.5262 -0.8841 -2.2366 0.003 -0.005 0.000
H -5.1310 -0.1588 -0.3402 0.014 0.007 -0.005
H -2.2483 2.2020 -0.8636 -0.010 -0.020 -0.019
H -3.2590 4.3264 -0.1553 -0.003 -0.011 0.003
H -4.5637 4.4399 1.9447 0.013 -0.015 -0.002
H -4.8645 2.4169 3.3272 0.009 -0.006 -0.017
H -3.8797 0.2745 2.6176 -0.012 0.002 -0.013
H -1.4193 -0.6453 3.0452 0.063 0.126 -0.002
H -1.7251 -2.3951 4.7310 0.002 0.008 -0.013
H -2.9823 -4.4512 4.1764 0.011 0.014 -0.008
H -3.9237 -4.7500 1.9133 0.003 0.017 0.000
H -3.6127 -3.0105 0.2063 -0.012 -0.022 0.033
N 2.7810 -2.6808 1.6314 0.048 -0.007 -0.096
C 1.7669 -1.8011 1.6493 -0.080 0.103 0.032
N 1.5921 -1.2163 0.4883 0.440 -0.163 -0.155
C 2.5656 -1.7663 -0.3661 -0.197 0.229 0.061
C 2.8392 -1.5152 -1.7090 -0.023 0.011 -0.030
C 3.8753 -2.2189 -2.2819 0.066 -0.073 0.031
C 4.6346 -3.1459 -1.5442 -0.023 0.047 -0.072
C 4.3743 -3.3968 -0.2148 -0.036 0.016 0.008
C 3.3185 -2.6866 0.3490 0.078 -0.131 0.264
H 3.0833 -3.2337 2.4143 0.018 -0.014 0.024
H 1.1784 -1.6095 2.5319 -0.035 -0.014 -0.007
H 2.2672 -0.8010 -2.2856 -0.045 0.029 0.007
H 4.1132 -2.0550 -3.3238 0.010 -0.003 0.008
H 5.4433 -3.6716 -2.0336 -0.013 0.006 0.000
H 4.9599 -4.1063 0.3545 -0.020 0.012 -0.003
```
Forces are in eV/Å.

***

(2)
ORCA calculation (wB97M-V/def2-TZVPD) on C11H9Cl3NO7RuS as an isolated structure.

## Properties
E_HOMO   -13.168 eV
Orbital gap   7.4 eV
Total charge   +1
Energy above the lowest of the compared OMol25 structures with the same formula, charge and spin   29.7 kJ/mol
F_max   0.009 Eh/bohr

```
33
Properties=species:S:1:pos:R:3:forces:R:3
Ru 0.0060 0.3132 -0.0349 -0.167 -0.386 -0.151
O 3.2847 -1.2621 2.2129 0.031 0.003 0.090
C 2.6309 -0.8980 1.1506 -0.079 0.076 -0.208
O 1.7357 -0.0601 1.1799 -0.073 -0.124 0.144
C 3.0754 -1.5555 -0.1319 -0.057 -0.058 0.033
O 2.4707 -0.9513 -1.2418 0.020 -0.048 0.023
C 3.0115 0.3068 -1.5996 0.110 0.262 -0.062
C 2.4097 1.5092 -0.8610 0.044 0.108 -0.075
O 3.0599 2.3873 -0.3930 0.093 -0.011 0.025
O 1.0417 1.5777 -0.9100 -0.024 0.003 0.020
H 2.9138 -0.8355 3.0075 0.017 -0.028 -0.066
H 4.1692 -1.5385 -0.1834 -0.035 0.002 0.015
H 2.7511 -2.5990 -0.1063 0.051 0.018 0.041
H 4.0900 0.3383 -1.4329 -0.008 -0.012 -0.059
H 2.8044 0.4466 -2.6629 0.048 -0.023 0.045
S -0.5079 -1.3050 -1.3391 -0.022 -0.056 -0.017
C -1.9304 -0.2913 -1.7365 0.343 -0.211 0.116
C -3.0141 -0.4583 -2.5521 -0.160 0.213 0.008
C -3.9099 0.6163 -2.5952 0.030 -0.206 -0.086
C -3.6758 1.7557 -1.8504 0.086 0.132 0.127
C -2.5436 1.8314 -1.0463 -0.031 -0.010 -0.001
N -1.7020 0.8063 -1.0057 -0.202 0.266 -0.131
H -3.1621 -1.3623 -3.1231 -0.007 -0.011 -0.014
H -4.7908 0.5524 -3.2192 -0.007 -0.005 -0.008
H -4.3581 2.5918 -1.8777 -0.021 0.003 -0.012
H -2.3102 2.6946 -0.4377 -0.004 -0.017 -0.015
Cl -1.1085 -2.0301 4.7985 -0.013 -0.011 0.017
C -1.2846 -0.6047 3.8032 0.053 0.133 0.020
Cl -2.9763 -0.1147 3.7128 -0.012 -0.014 0.029
Cl -0.2890 0.7250 4.4541 -0.024 -0.031 -0.013
C -0.7349 -0.8616 2.3839 -0.064 -0.110 0.123
O -0.1186 -1.8468 2.0930 0.048 -0.074 -0.016
O -1.0380 0.1220 1.5445 0.035 0.225 0.057
```
Forces are in eV/Å.

***

(3)
ORCA calculation (wB97M-V/def2-TZVPD) on a 4-piece molecular cluster, C16H44N4O4 overall at a distorted geometry.

## Properties
E_HOMO   -9.098 eV
Orbital gap   9.7 eV
Total charge   0
Energy above the lowest of the compared OMol25 structures with the same formula, charge and spin   327.5 kJ/mol
F_max   0.103 Eh/bohr

```
68
Properties=species:S:1:pos:R:3:forces:R:3
C -15.9481 8.9065 5.8770 -0.286 -1.188 0.162
C -15.4155 8.9882 7.3345 -3.150 4.051 -1.399
C -16.4589 8.8346 8.4324 -0.790 -1.256 -0.044
O -16.9676 7.4630 8.5461 2.078 0.572 1.452
C -16.1466 6.8370 9.5829 -0.484 -1.254 -0.488
N -14.2850 8.2287 7.4233 1.720 -2.046 1.429
H -15.0208 8.9689 5.3075 -0.355 0.374 -0.529
H -16.7281 9.5835 5.5286 0.244 0.372 0.278
H -16.3416 7.9076 5.6887 -0.057 -0.274 -0.017
H -15.2093 10.0584 7.3199 0.587 0.354 0.821
H -17.3322 9.4635 8.2598 0.048 0.056 -0.416
H -16.1085 9.0991 9.4301 0.476 0.265 -0.151
H -16.5148 5.8215 9.7286 -0.438 0.111 0.052
H -16.1217 7.3390 10.5501 -0.618 0.409 -0.044
H -15.0921 6.6719 9.3617 0.071 0.509 -0.737
H -14.6480 7.3462 7.0924 1.176 -0.780 -0.153
H -13.5008 8.5712 6.8868 -0.204 -0.250 -0.192
C -12.8810 13.4543 9.4388 1.612 -0.539 0.305
C -11.6885 13.4767 8.4296 -1.801 -0.219 0.126
C -10.9524 12.1466 8.2989 0.763 -0.022 1.717
O -9.6662 12.3320 7.7349 -0.348 0.271 -0.635
C -8.6012 11.4371 8.0018 0.566 0.879 0.014
N -12.3200 13.7961 7.1598 0.190 -0.131 -1.099
H -13.6499 12.7005 9.2690 0.118 -0.185 -0.473
H -13.3709 14.4280 9.4455 0.215 -0.020 0.210
H -12.4074 13.1669 10.3775 -0.526 0.439 0.511
H -11.0445 14.2959 8.7493 0.340 -0.187 -0.154
H -11.6095 11.4669 7.7563 0.134 -0.276 -0.376
H -10.7902 11.7210 9.2892 -0.197 -0.202 0.330
H -7.7393 12.0548 8.2545 0.054 0.253 0.199
H -8.2544 10.9436 7.0939 -0.552 -0.568 0.003
H -8.7219 10.7798 8.8629 -0.523 -0.268 -0.208
H -13.1242 13.1874 7.1074 -0.731 0.184 0.192
H -11.7723 13.3255 6.4536 0.642 0.589 -0.644
C -18.6572 17.3514 12.5618 1.031 0.671 -1.400
C -17.4254 18.2386 13.0088 -1.257 -0.299 -0.581
C -16.0512 17.6894 12.5567 -0.775 -0.314 0.580
O -15.7643 16.3660 12.9488 0.449 -0.134 -0.534
C -14.5094 15.9102 12.3877 -0.862 -0.254 1.577
N -17.4776 19.5997 12.4736 -0.321 0.742 0.150
H -19.3579 17.1216 13.3644 0.342 -0.484 -0.149
H -18.3100 16.5502 11.9093 0.032 -0.962 0.916
H -19.2081 17.8578 11.7692 -0.333 0.773 0.322
H -17.6523 18.4054 14.0618 1.125 -0.343 0.346
H -15.2402 18.3260 12.9101 -0.066 0.414 -0.241
H -16.1470 17.6706 11.4711 0.374 0.451 -0.408
H -14.3797 16.0132 11.3103 -0.489 -0.032 -0.111
H -14.4977 14.8787 12.7398 0.285 -0.043 -0.678
H -13.6707 16.4068 12.8757 0.110 0.327 0.032
H -17.4386 19.7124 11.4707 0.418 -0.672 -0.348
H -18.4003 19.9618 12.6678 -0.095 0.256 0.399
C -11.7683 12.3688 15.6037 -0.534 -0.846 -1.884
C -12.4197 12.3288 14.1572 -1.407 -0.719 0.083
C -12.7087 10.9304 13.4631 0.395 1.651 -0.817
O -13.2613 11.2611 12.0712 0.447 -0.916 3.400
C -14.3596 10.4123 11.8038 -0.019 0.444 -1.506
N -13.7753 12.9115 14.2041 0.725 -0.024 1.013
H -12.4529 11.9679 16.3511 0.027 -0.137 -0.141
H -11.4963 13.3794 15.9081 0.025 -0.007 -0.266
H -10.8820 11.7429 15.4997 0.232 0.109 0.547
H -11.8137 12.9073 13.4599 0.463 -0.115 -0.065
H -13.4504 10.3773 14.0393 -0.165 0.129 -0.077
H -11.8282 10.3019 13.3294 0.100 0.119 -0.077
H -14.0797 9.3595 11.8404 0.041 -0.097 -0.304
H -14.6346 10.7707 10.8118 -0.070 -0.779 -0.448
H -15.3022 10.5195 12.3407 0.266 0.457 0.989
H -14.2947 12.6678 13.3730 0.137 0.520 -0.160
H -13.6543 13.9054 14.3376 -0.607 0.090 -0.201
```
Forces are in eV/Å.